[1]
{"formula": "C17H18N6O6PdS2", "method": "the ωB97M-V functional and the def2-TZVPD basis", "multiplicity": 1, "gap_ha": 0.174, "total_charge": -2, "de_lowest_ev": 2.888, "symbols": ["Pd", "O", "S", "O", "O", "C", "C", "C", "C", "C", "C", "S", "O", "O", "O", "H", "H", "H", "H", "C", "C", "C", "C", "N", "C", "N", "N", "N", "H", "H", "H", "H", "H", "H", "H", "H", "H", "H", "N", "C", "C", "C", "C", "C", "N", "C", "H", "H", "H", "H"], "xyz": [[1.104843, -0.679879, -0.589077], [1.400332, -1.766978, 1.982796], [1.429997, -2.921562, 1.093920], [1.466840, -4.186209, 1.817599], [2.399834, -2.814991, 0.016836], [-0.237541, -2.889772, 0.323746], [-1.209551, -3.046949, 1.314847], [-2.563615, -2.912750, 1.069681], [-2.979725, -2.574698, -0.207756], [-2.040343, -2.432458, -1.214702], [-0.664635, -2.606210, -1.007792], [0.228317, -2.839844, -2.629156], [-0.842691, -2.839255, -3.615377], [0.903103, -4.108874, -2.464978], [1.126747, -1.693792, -2.820186], [-0.862349, -3.284467, 2.312986], [-3.280507, -3.064758, 1.870591], [-4.033798, -2.447268, -0.436005], [-2.357241, -2.219041, -2.224628], [-4.105047, 2.430736, -0.014500], [-3.660804, 1.968979, 1.371085], [-3.013226, 3.108792, 2.148194], [-2.754458, 0.735356, 1.294486], [-1.437507, 0.993724, 0.751348], [-0.290001, 1.197494, 1.392091], [0.684382, 1.397985, 0.528771], [0.090797, 1.215373, -0.721958], [-1.206360, 1.016753, -0.580339], [-4.673456, 3.363621, 0.045175], [-4.731596, 1.677864, -0.496891], [-3.243884, 2.593053, -0.662173], [-4.548490, 1.635222, 1.923837], [-2.163581, 3.518223, 1.598398], [-2.643543, 2.779058, 3.122669], [-3.729466, 3.917076, 2.313766], [-3.200135, -0.045745, 0.679333], [-2.601037, 0.303577, 2.285769], [-0.180658, 1.144318, 2.461792], [6.469916, 3.670069, 0.948921], [5.909017, 2.900402, 0.302811], [5.221886, 1.933527, -0.530157], [5.585818, 1.783165, -1.865482], [4.904727, 0.853515, -2.627912], [3.893026, 0.111734, -2.020051], [3.553144, 0.262953, -0.744233], [4.193346, 1.154311, -0.003765], [6.379351, 2.386931, -2.286741], [5.140911, 0.698197, -3.671514], [3.308622, -0.631194, -2.558640], [3.860286, 1.254686, 1.022562]], "atomic_forces_ev_per_a": [[-0.213, 0.767, -0.277], [-0.065, 0.196, 0.414], [-0.087, -0.653, -0.506], [0.013, -0.024, 0.016], [0.069, 0.048, -0.038], [-0.093, 0.335, -0.185], [0.040, 0.064, 0.077], [-0.032, 0.006, 0.046], [0.009, 0.074, -0.087], [0.000, 0.023, 0.050], [0.000, -0.448, 0.068], [0.394, 0.199, 0.525], [-0.098, -0.130, -0.119], [-0.065, -0.113, -0.123], [0.046, -0.093, 0.044], [0.011, 0.010, -0.007], [0.002, -0.006, -0.001], [0.003, 0.001, 0.005], [-0.017, -0.016, 0.005], [-0.026, 0.003, -0.043], [-0.044, -0.074, -0.012], [0.060, 0.024, 0.042], [0.217, -0.137, -0.064], [-0.236, -0.044, 0.019], [0.254, 0.126, 0.066], [-0.171, -0.250, -0.148], [-0.072, 0.096, 0.345], [0.162, 0.060, -0.094], [-0.018, -0.033, 0.034], [0.021, -0.012, 0.003], [0.068, 0.007, 0.008], [0.009, 0.031, 0.005], [0.010, -0.017, -0.022], [-0.026, -0.024, -0.009], [0.005, 0.007, -0.013], [-0.042, 0.013, -0.034], [-0.027, 0.062, 0.027], [0.001, 0.041, -0.006], [0.003, 0.007, 0.000], [-0.180, -0.282, -0.262], [0.293, 0.482, 0.432], [-0.045, -0.087, -0.136], [-0.053, 0.016, 0.142], [-0.076, -0.106, -0.068], [0.044, -0.062, 0.187], [-0.139, -0.120, -0.322], [0.009, 0.010, 0.027], [0.010, 0.004, -0.008], [0.025, 0.000, -0.028], [0.045, 0.019, 0.023]]}

---

[2]
{"formula": "C17H19BN6O2Pd", "method": "the ωB97M-V functional and the def2-TZVPD basis", "multiplicity": 3, "gap_ha": [0.311, 0.339], "total_charge": 0, "de_lowest_ev": 0.000, "symbols": ["H", "N", "B", "N", "C", "Pd", "H", "C", "H", "C", "H", "C", "H", "H", "H", "N", "N", "N", "N", "C", "C", "H", "H", "C", "C", "C", "C", "H", "H", "H", "H", "H", "O", "C", "O", "C", "C", "C", "C", "C", "C", "H", "H", "H", "H", "H"], "xyz": [[0.077038, 2.619641, 0.723972], [0.585655, 1.405539, -0.946176], [1.270729, 0.534676, -3.228535], [1.130618, 1.674542, -2.184406], [1.362773, 3.002803, -2.286004], [-0.089498, -0.600750, -0.388133], [1.773697, 3.415235, -3.194159], [0.967417, 3.600583, -1.090886], [1.003353, 4.642745, -0.848031], [0.487892, 2.557823, -0.272834], [1.730721, 0.902833, -4.261285], [-1.196531, -2.608425, 0.547484], [-1.611292, -2.114186, 1.431925], [-0.212467, -3.029809, 0.757252], [-1.877481, -3.401735, 0.229450], [-0.171454, -0.048636, -3.354055], [2.090816, -0.589558, -2.540922], [-0.846326, -0.502944, -2.235493], [1.659385, -1.155132, -1.354809], [-0.988401, -0.152299, -4.416890], [3.237293, -1.187501, -2.914841], [-0.639023, 0.164000, -5.386141], [3.731001, -0.878840, -3.824308], [-2.205606, -0.674340, -3.980026], [3.559982, -2.141420, -1.954222], [-2.085894, -0.876131, -2.607120], [2.550781, -2.086624, -0.984871], [-3.075709, -0.873015, -4.571682], [4.414014, -2.788362, -1.952639], [-2.780683, -1.253908, -1.870748], [2.418526, -2.639049, -0.063643], [-1.174938, -1.892540, -0.356684], [0.643349, -0.334551, 1.651525], [-0.466862, 0.219987, 1.994610], [-1.359189, 0.501444, 1.114882], [-0.782774, 0.451716, 3.437232], [-1.786862, 1.361545, 3.758933], [-2.190168, 1.514586, 5.084740], [-1.603258, 0.726662, 6.085393], [-0.607704, -0.206752, 5.753818], [-0.185097, -0.336163, 4.426194], [-2.264326, 1.920560, 2.952523], [-2.972660, 2.232923, 5.330238], [-1.931226, 0.827705, 7.121261], [-0.168875, -0.840335, 6.527856], [0.579266, -1.064554, 4.140267]], "atomic_forces_ev_per_a": [[0.040, -0.222, -0.153], [0.591, 1.090, -0.375], [-0.648, -0.350, 1.434], [-0.323, 0.533, 1.079], [-0.411, -0.382, 0.781], [1.496, 2.646, 1.110], [-0.009, 0.019, 0.081], [0.075, -0.327, -0.276], [0.057, 0.207, 0.032], [0.505, -0.081, -1.419], [0.023, -0.033, -0.108], [-0.267, -0.169, -0.130], [0.163, -0.074, -0.315], [-0.176, 0.033, 0.006], [0.136, 0.047, -0.031], [-1.263, -0.677, 0.636], [0.078, -1.004, 1.003], [-1.391, 0.066, -2.897], [1.779, -0.649, -1.015], [-0.276, -0.191, 0.786], [-0.354, -0.159, 0.692], [-0.132, -0.050, -0.028], [0.026, -0.104, 0.111], [-0.103, 0.093, -0.482], [0.219, 0.010, -0.173], [1.619, 0.637, -0.592], [-0.255, 0.993, -1.192], [-0.121, -0.012, -0.214], [0.176, -0.083, -0.035], [0.027, 0.053, -0.148], [0.017, 0.096, -0.171], [-0.974, -1.844, 0.856], [-1.343, 0.500, 0.986], [0.227, -0.405, -0.885], [0.807, -0.330, 1.208], [-0.017, -0.151, -0.036], [-0.151, 0.057, 0.256], [0.229, -0.204, 0.071], [0.136, -0.097, -0.334], [-0.144, 0.234, -0.168], [-0.128, 0.103, 0.197], [0.153, -0.147, 0.267], [0.212, -0.202, 0.000], [0.101, -0.029, -0.293], [-0.136, 0.239, -0.228], [-0.271, 0.320, 0.104]]}

---

[3]
{"formula": "C17H19BeBrCl2N3O2", "method": "the ωB97M-V functional and the def2-TZVPD basis", "multiplicity": 1, "gap_ha": [0.211, 0.213], "total_charge": -1, "symbols": ["Be", "N", "C", "C", "C", "C", "N", "H", "H", "H", "H", "H", "H", "H", "H", "H", "H", "H", "H", "Br", "C", "C", "C", "C", "C", "C", "C", "O", "O", "H", "H", "H", "H", "Cl", "C", "C", "C", "C", "C", "Cl", "C", "N", "H", "H", "H"], "xyz": [[0.887955, 1.403245, -1.236521], [1.926070, 2.606651, -0.257180], [1.850890, 2.602308, 1.261014], [1.923698, 1.208329, 2.025532], [0.621326, 0.541138, 2.664275], [0.112476, -0.653565, 1.844435], [0.255347, 0.662767, -0.127078], [2.897638, 2.520403, -0.537019], [1.564979, 3.493533, -0.598851], [0.913827, 3.097813, 1.509879], [2.684819, 3.205015, 1.626100], [2.631138, 1.339873, 2.850825], [2.356850, 0.492878, 1.326095], [-0.211003, 1.257595, 2.628274], [0.802555, 0.269410, 3.702480], [-1.169673, -1.522870, 0.624100], [0.108259, -1.537827, 2.483663], [-1.492687, 0.022639, 0.805143], [-1.270686, -0.591027, -0.640089], [-3.057765, -2.114415, -2.450455], [-2.953502, -0.604730, -1.301396], [-3.461639, -0.704189, -0.016843], [-3.386950, 0.406298, 0.811287], [-2.719611, 1.545210, 0.387326], [-2.177190, 1.627690, -0.890036], [-2.290239, 0.526188, -1.737984], [-1.036331, 2.595057, -1.099172], [-0.903748, 3.538672, -0.330677], [-0.213340, 2.332747, -2.057284], [-3.948807, -1.611432, 0.313298], [-3.766867, 0.345923, 1.823245], [-2.603147, 2.397544, 1.043838], [-1.826507, 0.566023, -2.714282], [3.926499, -1.868516, -2.810076], [2.541388, -2.330917, -1.872673], [2.265192, -3.633846, -1.691411], [1.092826, -4.020684, -0.925982], [0.294932, -3.096467, -0.380347], [0.470288, -1.664396, -0.448888], [-0.329971, -0.553463, 0.347147], [1.641616, -1.249497, -1.430382], [1.875966, -0.035203, -1.780322], [2.903717, -4.397990, -2.114889], [0.870047, -5.075356, -0.829174], [-0.600636, -3.338557, 0.201056]], "atomic_forces_ev_per_a": [[2.323, -0.947, -1.455], [0.263, -0.251, 0.544], [-0.427, -0.786, -0.072], [-0.260, 0.301, -0.157], [0.102, 0.923, -2.440], [2.204, 0.685, 5.249], [-0.789, 1.205, 2.728], [-0.026, -0.004, -0.090], [0.050, 0.082, 0.172], [0.006, 0.049, -0.005], [-0.080, 0.121, 0.051], [0.113, 0.115, -0.078], [0.049, -0.093, 0.109], [0.229, 0.337, 0.282], [-0.019, -0.185, -0.029], [-0.874, -2.473, 0.942], [-0.539, -0.534, -0.986], [0.330, 1.069, 1.078], [0.278, -0.160, -1.053], [-0.003, 0.042, 0.049], [-0.529, -0.253, -0.332], [-1.122, -0.140, 0.007], [-0.246, -0.155, -0.007], [-0.705, 0.854, -0.375], [0.500, -0.653, 0.257], [-0.671, 0.838, -0.558], [-0.272, 1.109, -0.176], [-0.315, 0.300, 0.205], [0.246, -0.346, -0.350], [0.047, -0.002, -0.036], [-0.023, -0.003, -0.012], [0.191, -0.073, 0.048], [0.149, -0.107, 0.085], [0.088, -0.050, 0.008], [-0.496, -0.684, -0.120], [-0.090, 0.129, 0.252], [0.471, -0.208, -0.517], [-1.654, 1.440, 1.294], [5.070, -2.987, -4.032], [-3.170, -0.685, -0.380], [-0.563, 3.085, 0.669], [0.022, -0.297, -0.779], [0.049, -0.001, 0.033], [-0.060, 0.008, 0.060], [0.154, -0.615, -0.078]]}